# 1
This record from the Open Molecules 2025 dataset describes a molecular structure, C53H51CaN6P2S2SeTe. The level of theory is ωB97M-V/def2-TZVPD.

CARTESIAN COORDINATES (ANGSTROEM)
Ca (0.528, 0.461, 0.959)
C (-1.312, 0.379, -2.707)
N (-2.485, -0.448, -2.601)
C (-2.651, -1.209, -1.383)
P (-2.318, -0.210, 0.181)
C (-3.324, 1.292, -0.251)
C (-4.484, 1.295, -1.022)
C (-5.132, 2.484, -1.318)
C (-4.647, 3.690, -0.824)
C (-3.500, 3.700, -0.046)
C (-2.840, 2.510, 0.228)
C (-3.588, -0.995, 1.245)
C (-4.342, -0.222, 2.126)
C (-5.265, -0.814, 2.971)
C (-5.463, -2.188, 2.938)
C (-4.724, -2.963, 2.057)
C (-3.796, -2.372, 1.213)
C (-3.425, -0.495, -3.611)
C (-4.237, -1.626, -3.795)
C (-5.194, -1.660, -4.793)
C (-5.371, -0.584, -5.652)
C (-4.565, 0.535, -5.490)
C (-3.611, 0.585, -4.488)
P (0.284, -0.517, -2.220)
C (1.383, 0.291, -3.449)
C (2.301, -0.443, -4.201)
C (3.167, 0.197, -5.073)
C (3.135, 1.578, -5.208)
C (2.249, 2.319, -4.440)
C (1.388, 1.683, -3.559)
C (0.026, -2.120, -3.068)
C (-0.627, -2.228, -4.294)
C (-0.806, -3.469, -4.882)
C (-0.312, -4.612, -4.265)
C (0.360, -4.509, -3.057)
C (0.520, -3.269, -2.455)
H (-1.372, 1.251, -2.039)
H (-1.205, 0.733, -3.730)
H (-1.959, -2.060, -1.335)
H (-3.669, -1.586, -1.324)
H (-4.899, 0.365, -1.393)
H (-6.026, 2.472, -1.929)
H (-5.172, 4.613, -1.039)
H (-3.113, 4.633, 0.345)
H (-1.934, 2.516, 0.825)
H (-4.195, 0.850, 2.159)
H (-5.832, -0.203, 3.663)
H (-6.180, -2.652, 3.604)
H (-4.866, -4.036, 2.029)
H (-3.190, -2.993, 0.566)
H (-4.096, -2.496, -3.168)
H (-5.802, -2.548, -4.913)
H (-6.123, -0.613, -6.429)
H (-4.691, 1.388, -6.146)
H (-3.027, 1.488, -4.366)
H (2.339, -1.518, -4.097)
H (3.873, -0.388, -5.651)
H (3.802, 2.076, -5.901)
H (2.232, 3.399, -4.523)
H (0.719, 2.273, -2.943)
H (-0.992, -1.344, -4.803)
H (-1.331, -3.547, -5.827)
H (-0.451, -5.581, -4.729)
H (0.751, -5.397, -2.575)
H (1.036, -3.186, -1.505)
S (2.153, 4.891, 0.746)
C (0.879, 4.958, -0.397)
C (0.304, 3.741, -0.605)
C (0.859, 2.659, 0.152)
C (1.867, 3.136, 0.948)
C (2.631, 2.406, 1.945)
C (3.493, 3.038, 2.860)
C (4.131, 2.291, 3.824)
C (3.916, 0.915, 3.880)
C (3.054, 0.365, 2.953)
N (2.438, 1.075, 2.009)
H (0.640, 5.908, -0.851)
H (-0.533, 3.632, -1.287)
H (3.627, 4.110, 2.809)
H (4.779, 2.773, 4.547)
H (4.376, 0.304, 4.644)
H (2.817, -0.693, 2.972)
Te (-0.007, -2.442, 1.246)
N (-0.731, 1.108, 2.933)
C (-0.031, -0.053, 3.518)
S (-1.091, -1.506, 3.197)
N (0.097, 0.198, 4.954)
C (0.697, -0.545, 5.926)
C (1.040, -1.902, 5.758)
C (1.612, -2.611, 6.797)
C (1.889, -2.014, 8.022)
C (1.573, -0.670, 8.191)
C (0.985, 0.052, 7.172)
H (-1.677, 1.218, 3.321)
H (-0.214, 1.955, 3.178)
H (-0.155, 1.129, 5.246)
H (0.805, -2.383, 4.820)
H (1.841, -3.661, 6.652)
H (2.339, -2.580, 8.827)
H (1.788, -0.177, 9.133)
H (0.723, 1.094, 7.327)
C (5.257, -2.481, 1.552)
N (5.425, -1.171, 0.964)
C (6.149, -0.133, 1.518)
C (6.062, 0.911, 0.672)
N (5.291, 0.509, -0.401)
C (4.926, 1.347, -1.522)
C (4.897, -0.778, -0.225)
Se (3.885, -1.772, -1.366)
H (6.207, -3.017, 1.563)
H (4.541, -3.032, 0.948)
H (4.877, -2.389, 2.569)
H (6.652, -0.232, 2.463)
H (6.474, 1.903, 0.731)
H (5.814, 1.836, -1.921)
H (4.202, 2.103, -1.211)
H (4.475, 0.723, -2.291)

Results
lowest unoccupied orbital energy = 0.079 hartree
E_HOMO = -2.86 eV
charge = -1

---

# 2
This record from the Open Molecules 2025 dataset describes a molecular structure, C38H44Cl5NaO10P2S2. The level of theory is ωB97M-V/def2-TZVPD.

CARTESIAN COORDINATES (ANGSTROEM)
Na (0.085, -0.113, 0.092)
O (-3.136, -2.192, 1.914)
C (-2.324, -1.288, 2.228)
O (-1.564, -0.690, 1.423)
C (-2.438, -0.866, 3.703)
C (-3.765, -0.620, 4.081)
C (-4.133, -0.233, 5.357)
C (-3.138, -0.134, 6.326)
C (-1.829, -0.415, 5.990)
C (-1.415, -0.772, 4.682)
S (0.287, -1.072, 4.449)
H (-4.522, -0.752, 3.317)
H (-5.172, -0.031, 5.594)
H (-3.382, 0.151, 7.346)
H (-1.050, -0.355, 6.741)
Cl (-3.590, 1.497, -6.555)
C (-2.486, 1.453, -5.218)
C (-2.946, 1.548, -3.899)
Cl (-4.650, 1.710, -3.615)
C (-2.076, 1.511, -2.831)
Cl (-2.642, 1.648, -1.206)
C (-0.649, 1.345, -2.985)
O (0.139, 1.258, -2.029)
C (-0.230, 1.287, -4.363)
Cl (1.477, 1.162, -4.630)
C (-1.112, 1.332, -5.425)
Cl (-0.511, 1.234, -7.053)
C (4.586, -4.250, 2.095)
C (3.607, -3.105, 2.265)
C (3.749, -2.388, 3.591)
O (2.279, -3.673, 2.177)
P (1.150, -2.923, 1.325)
O (1.457, -1.517, 1.040)
C (1.088, -3.835, -0.254)
P (-0.074, -3.032, -1.383)
O (0.231, -1.611, -1.598)
O (-0.069, -3.903, -2.735)
C (0.946, -3.911, -3.758)
C (1.862, -2.701, -3.768)
C (1.718, -5.216, -3.637)
O (-1.436, -3.443, -0.753)
C (-2.788, -2.993, -1.084)
C (-3.453, -4.119, -1.852)
C (-2.800, -1.676, -1.826)
O (-0.184, -3.331, 2.014)
C (-0.444, -4.641, 2.589)
C (-0.650, -4.473, 4.078)
C (-1.663, -5.213, 1.891)
H (5.611, -3.881, 2.168)
H (4.457, -4.733, 1.125)
H (4.428, -4.994, 2.878)
H (3.724, -2.381, 1.455)
H (3.627, -3.092, 4.417)
H (2.984, -1.618, 3.684)
H (4.736, -1.924, 3.663)
H (0.803, -4.878, -0.105)
H (2.082, -3.793, -0.707)
H (0.378, -3.921, -4.692)
H (2.482, -2.657, -2.870)
H (1.305, -1.770, -3.826)
H (2.521, -2.780, -4.636)
H (2.302, -5.227, -2.715)
H (2.405, -5.328, -4.479)
H (1.034, -6.065, -3.624)
H (-3.233, -2.851, -0.098)
H (-2.980, -4.255, -2.828)
H (-4.508, -3.881, -2.004)
H (-3.386, -5.054, -1.294)
H (-2.284, -1.734, -2.788)
H (-2.344, -0.899, -1.218)
H (-3.839, -1.392, -2.008)
H (0.432, -5.273, 2.406)
H (-1.582, -3.935, 4.264)
H (0.156, -3.883, 4.513)
H (-0.700, -5.457, 4.553)
H (-2.453, -4.459, 1.899)
H (-2.001, -6.108, 2.420)
H (-1.444, -5.473, 0.854)
O (0.445, 1.598, 1.559)
S (-0.511, 1.629, 2.700)
C (0.320, 2.626, 3.953)
C (1.595, 3.099, 3.702)
C (2.252, 3.835, 4.680)
C (1.634, 4.088, 5.896)
C (0.355, 3.599, 6.139)
C (-0.305, 2.862, 5.169)
C (-1.692, 2.933, 2.270)
C (-1.352, 3.914, 1.352)
C (-2.286, 4.878, 1.014)
C (-3.554, 4.852, 1.586)
C (-3.889, 3.855, 2.491)
C (-2.957, 2.883, 2.833)
H (2.052, 2.864, 2.748)
H (3.254, 4.205, 4.493)
H (2.150, 4.658, 6.660)
H (-0.125, 3.781, 7.093)
H (-1.290, 2.453, 5.360)
H (-0.374, 3.879, 0.887)
H (-2.038, 5.638, 0.283)
H (-4.288, 5.597, 1.304)
H (-4.885, 3.817, 2.916)
H (-3.210, 2.079, 3.515)

Results
lowest unoccupied orbital energy = 0.128 hartree
E_HOMO = -1.26 eV
charge = -2

---

# 3
This record from the Open Molecules 2025 dataset describes C2H6N4O2 in the gas phase. The level of theory is ωB97M-V/def2-TZVPD.

CARTESIAN COORDINATES (ANGSTROEM)
N (0.166, -1.812, 0.343)
N (0.012, -1.752, -0.950)
C (0.038, -0.620, -1.571)
N (0.240, 0.699, -0.922)
O (-1.042, 1.187, -0.441)
C (-1.124, 0.968, 1.002)
N (-0.218, 1.015, 1.820)
O (1.248, 1.141, 1.545)
H (0.604, -0.990, 0.700)
H (0.665, -2.690, 0.714)
H (-0.302, -0.607, -2.619)
H (0.559, 1.404, -1.665)
H (-2.119, 0.897, 1.411)
H (1.274, 1.161, 0.633)

Results
lowest unoccupied orbital energy = 0.025 hartree
E_HOMO = -9.28 eV
SMILES = N/N=C\NO/C=N\O

---

# 4
This record from the Open Molecules 2025 dataset describes 2 unconnected molecules or ions with the total composition C4H6N2. The level of theory is ωB97M-V/def2-TZVPD.

CARTESIAN COORDINATES (ANGSTROEM)
C (-0.972, 1.227, 0.477)
C (-1.623, 0.065, 0.514)
C (-1.983, -0.604, -0.706)
N (-2.298, -1.097, -1.706)
H (-0.650, 1.662, -0.463)
H (-0.743, 1.774, 1.385)
H (-1.921, -0.410, 1.444)
C (1.840, -0.690, -0.486)
N (2.011, 0.345, 0.226)
H (1.158, -0.640, -1.338)
H (2.324, -1.659, -0.313)
H (2.670, 0.152, 0.984)

Results
lowest unoccupied orbital energy = 0.020 hartree
E_HOMO = -10.17 eV
SMILES = C=CC#N.C=N

---

# 5
This record from the Open Molecules 2025 dataset describes a molecular structure, C23H23Cl5O3OsSSi2. The level of theory is ωB97M-V/def2-TZVPD.

CARTESIAN COORDINATES (ANGSTROEM)
Os (-0.786, 0.943, 0.807)
C (2.063, 2.294, 2.547)
Si (1.598, 1.296, 1.036)
C (2.330, 2.102, -0.495)
C (2.527, -0.339, 1.108)
C (3.930, -0.386, 1.095)
C (4.603, -1.591, 1.018)
C (3.887, -2.784, 0.949)
C (2.505, -2.754, 0.982)
C (1.816, -1.533, 1.078)
Si (-0.020, -1.410, 1.296)
C (-0.893, -2.649, 0.215)
C (-0.403, -1.783, 3.089)
H (3.150, 2.439, 2.563)
H (1.777, 1.789, 3.473)
H (1.590, 3.278, 2.535)
H (3.422, 2.111, -0.414)
H (1.995, 3.124, -0.659)
H (2.080, 1.519, -1.385)
H (4.508, 0.532, 1.128)
H (5.686, -1.609, 1.000)
H (4.412, -3.729, 0.880)
H (1.960, -3.693, 0.945)
H (-0.707, -3.625, 0.676)
H (-0.499, -2.656, -0.803)
H (-1.970, -2.488, 0.171)
H (0.255, -2.601, 3.402)
H (-1.440, -2.104, 3.221)
H (-0.214, -0.941, 3.755)
Cl (-0.068, 4.445, 0.296)
C (-1.362, 3.948, 1.314)
C (-1.433, 2.627, 1.758)
C (-2.489, 2.304, 2.607)
Cl (-2.476, 0.667, 3.187)
C (-3.488, 3.188, 2.974)
Cl (-4.778, 2.681, 3.986)
C (-3.406, 4.494, 2.495)
Cl (-4.616, 5.631, 2.927)
C (-2.339, 4.876, 1.676)
Cl (-2.245, 6.498, 1.119)
C (0.033, -3.340, -5.148)
C (-0.568, -2.305, -4.239)
C (0.238, -1.361, -3.610)
C (-0.300, -0.411, -2.755)
C (-1.668, -0.414, -2.530)
C (-2.502, -1.337, -3.155)
C (-1.942, -2.276, -4.000)
S (-2.395, 0.694, -1.395)
O (-1.296, 1.687, -1.026)
O (-3.605, 1.219, -1.917)
O (-2.521, -0.049, -0.105)
H (0.967, -2.988, -5.585)
H (-0.647, -3.601, -5.958)
H (0.253, -4.256, -4.595)
H (1.306, -1.368, -3.792)
H (0.339, 0.317, -2.274)
H (-3.570, -1.319, -2.982)
H (-2.584, -3.001, -4.487)

Results
lowest unoccupied orbital energy (alpha / beta) = -0.059 / -0.053 hartree
E_HOMO (alpha / beta) = -8.20 / -8.16 eV

---

# 6
This record from the Open Molecules 2025 dataset describes 2 unconnected molecules or ions with the total composition C3H12ClNOSi3. The level of theory is ωB97M-V/def2-TZVPD.

CARTESIAN COORDINATES (ANGSTROEM)
C (-0.804, 1.424, -1.856)
Si (0.772, 0.585, -1.869)
Si (1.824, -1.215, -2.912)
Cl (1.955, 1.442, -0.421)
H (-0.943, 2.436, -1.828)
H (-1.444, 1.012, -2.632)
H (1.880, -0.878, -4.417)
H (0.851, -2.292, -2.849)
H (3.087, -1.576, -2.381)
C (0.573, -0.650, 2.105)
N (-0.669, -0.186, 1.545)
Si (-1.514, 1.159, 2.382)
C (-0.998, -0.675, 0.387)
O (-0.495, -1.637, -0.141)
H (0.383, -1.353, 2.956)
H (1.000, -1.298, 1.422)
H (1.288, 0.070, 2.403)
H (-2.819, 0.529, 2.465)
H (-0.957, 2.420, 1.863)
H (-1.089, 0.881, 3.712)
H (-1.880, -0.199, 0.063)

Results
lowest unoccupied orbital energy = -0.001 hartree
E_HOMO = -8.07 eV
SMILES = C=[Si]([SiH3])Cl.CN([SiH3])C=O

---

Strongest force on any atom per entry: 2.0 0.7 4.9 1.1 1.6 4.8 eV Å⁻¹
ΔE to the lowest compared entry with this formula, charge and spin per entry: 30.9 0.0 134.7 49.3 34.2 0.0 kcal per mole